[1]
Formula: C3H5N2
Source: the OMol25 dataset
Level of theory: wB97M-V/def2-TZVPD

Values from the calculation:
Charge: +1

Structure (XYZ):
```
10
Properties=species:S:1:pos:R:3:nbo_charge:R:1
C 1.046 0.399 -0.047 0.0978
C -1.484 -0.543 -0.035 0.1711
C 3.379 -0.212 0.016 0.2056
N 2.181 -0.075 0.087 -0.5178
N -2.145 0.530 0.020 -0.5765
H -0.813 -0.579 -0.775 0.2379
H -1.800 -1.286 0.730 0.2437
H 4.415 -0.349 -0.175 0.2728
H -1.884 1.366 -0.462 0.4346
H -2.896 0.749 0.641 0.4307
```


[2]
Formula: C3H5N2O
Source: the OMol25 dataset
Level of theory: wB97M-V/def2-TZVPD

Values from the calculation:
Charge: -1

Structure (XYZ):
```
11
Properties=species:S:1:pos:R:3:nbo_charge:R:1
C -0.219 1.186 0.075 0.0608
C -1.263 0.350 0.609 -0.6807
C 0.886 -0.498 -0.829 -0.1682
N 0.840 0.913 -0.536 -0.5318
N 0.204 -1.328 0.167 0.0099
O 0.990 -1.581 1.128 -0.5270
H -0.218 2.184 0.472 0.1303
H -1.645 0.651 1.648 0.1825
H -1.831 -0.254 -0.083 0.2013
H 0.329 -0.842 -1.660 0.1594
H 1.927 -0.781 -0.992 0.1636
```


[3]
Formula: C3H5N2O
Source: the OMol25 dataset
Level of theory: wB97M-V/def2-TZVPD

Values from the calculation:
Charge: +1

Structure (XYZ):
```
11
Properties=species:S:1:pos:R:3:nbo_charge:R:1
C -0.221 -0.722 -0.356 -0.0259
C 1.275 0.812 0.406 0.1915
C -1.451 -0.165 0.038 0.5387
N -2.461 0.609 0.080 -0.6893
N 2.296 -0.032 -0.127 -0.8738
O -1.024 -1.188 0.773 -0.3946
H -2.744 1.068 -0.881 0.4574
H -3.207 0.422 0.657 0.4318
H 2.483 -0.582 0.637 0.4541
H 3.080 0.579 -0.346 0.4572
H 1.974 -0.801 -0.882 0.4529
```


[4]
Formula: C3H5N2O2
Source: the OMol25 dataset
Level of theory: wB97M-V/def2-TZVPD

Values from the calculation:
SMILES: [NH2+]=CN(C=O)C=O
Charge: +1

Structure (XYZ):
```
12
Properties=species:S:1:pos:R:3:nbo_charge:R:1
N 0.333 -1.597 -1.044 -0.6278
C -0.494 -0.738 -0.626 0.4154
N -0.073 0.510 0.215 -0.5240
C -1.260 1.158 0.809 0.5628
O -2.294 0.985 0.285 -0.4667
C 1.289 0.654 0.507 0.5611
O 2.134 -0.114 0.105 -0.5351
H -0.072 -2.240 -1.607 0.4377
H 1.414 -1.240 -0.770 0.4982
H -1.601 -0.683 -0.727 0.2801
H -1.071 1.872 1.698 0.1953
H 1.696 1.433 1.156 0.2031
```


[5]
Formula: C3H5N2O3
Source: the OMol25 dataset
Level of theory: wB97M-V/def2-TZVPD

Values from the calculation:
Charge: +1

Structure (XYZ):
```
13
Properties=species:S:1:pos:R:3:nbo_charge:R:1
C -1.930 -0.026 0.068 0.5060
C 0.339 -0.023 0.584 -0.2501
C -0.006 -0.547 -0.898 -0.1130
N -1.085 0.345 1.002 -0.5745
N -4.184 -0.007 0.016 0.7063
O -4.477 -0.364 -1.025 -0.1041
O -4.508 0.387 1.036 -0.1274
O -1.441 -0.517 -0.980 -0.4269
H 0.639 -0.838 1.275 0.2357
H 1.039 0.757 0.380 0.2455
H 0.406 0.203 -1.659 0.2226
H 0.537 -1.482 -1.029 0.2397
H -1.399 0.743 1.836 0.4404
```


[6]
Formula: C3H5N2O3S
Source: the OMol25 dataset
Level of theory: wB97M-V/def2-TZVPD

Values from the calculation:
Charge: -1

Structure (XYZ):
```
14
Properties=species:S:1:pos:R:3:nbo_charge:R:1
C -0.520 0.803 0.613 -0.3682
C 0.396 0.976 -0.566 -0.4516
C 0.857 -0.439 -0.920 -0.3140
N -0.187 -0.498 1.342 -0.7130
N 1.227 -1.201 0.312 0.0945
O 2.301 -0.792 0.835 -0.5638
O -2.758 -0.347 1.599 -0.9696
O -1.956 -1.275 -0.527 -0.9610
S -1.645 -0.512 0.674 2.2106
H -0.660 1.650 1.277 0.2001
H -0.096 1.470 -1.408 0.2067
H 1.263 1.569 -0.260 0.2121
H 0.047 -0.992 -1.396 0.2221
H 1.731 -0.411 -1.576 0.1950
```


[7]
Formula: C3H5N2OS
Source: the OMol25 dataset
Level of theory: wB97M-V/def2-TZVPD

Values from the calculation:
SMILES: C/N=C/C(=O)[NH+]=S
Charge: +1

Structure (XYZ):
```
12
Properties=species:S:1:pos:R:3:nbo_charge:R:1
C 0.384 1.428 1.470 -0.4862
N 0.179 0.461 0.504 -0.2134
C -0.763 0.188 -0.234 0.0441
C -0.764 -1.007 -1.163 0.6159
O -1.710 -1.479 -1.663 -0.3840
N 0.466 -1.689 -1.191 -0.7097
S 2.058 -1.338 -1.233 0.6671
H -0.381 1.364 2.230 0.2559
H 0.572 2.400 0.954 0.2576
H 1.381 1.397 2.014 0.2588
H -1.714 0.902 -0.242 0.2519
H 0.293 -2.627 -1.445 0.4421
```


[8]
Formula: C3H5N2OS
Source: the OMol25 dataset
Level of theory: wB97M-V/def2-TZVPD

Values from the calculation:
Charge: +1

Structure (XYZ):
```
12
Properties=species:S:1:pos:R:3:nbo_charge:R:1
C 0.787 -0.432 0.211 0.1366
C 1.458 0.079 -1.017 0.5746
C -1.321 -0.283 1.449 -0.4758
N 0.530 0.719 -1.778 -0.7878
N -0.365 0.028 0.479 -0.2647
O 2.580 -0.127 -1.359 -0.4488
S -1.115 0.909 -1.428 0.7058
H 1.457 -1.025 1.004 0.2962
H -0.823 -0.020 2.431 0.2618
H -1.810 -1.324 1.577 0.2851
H -2.080 0.476 1.207 0.2449
H 0.704 0.998 -2.776 0.4722
```


[9]
Formula: C3H5N2PS
Source: the OMol25 dataset
Level of theory: wB97M-V/def2-TZVPD

Values from the calculation:
Charge: 0

Structure (XYZ):
```
12
Properties=species:S:1:pos:R:3:nbo_charge:R:1
C 0.354 -0.798 1.199 0.0362
C 0.304 -0.588 -1.644 0.1618
C -0.003 0.706 1.199 -0.8079
N 0.353 -1.615 0.270 -0.4217
N -0.242 0.640 -1.378 -0.9145
P -1.279 0.994 -0.033 0.7837
S 1.262 -1.240 -2.699 0.1049
H 0.693 -1.110 2.274 0.1715
H -0.334 0.950 2.143 0.2372
H 0.995 1.293 1.010 0.2686
H -0.304 1.067 -2.299 0.4189
H -1.798 -0.298 -0.042 -0.0387
```


[10]
Formula: C3H5N3
Source: the OMol25 dataset
Level of theory: wB97M-V/def2-TZVPD

Values from the calculation:
Charge: 0

Structure (XYZ):
```
11
Properties=species:S:1:pos:R:3:nbo_charge:R:1
N 2.074 -0.184 0.099 -0.7760
C 0.964 0.045 0.788 0.2352
C -0.985 1.600 -0.800 -0.0619
N -1.662 0.554 -0.350 -0.6006
C -1.208 -0.657 0.244 0.2127
N -0.020 -0.836 0.647 -0.4582
H 2.205 -0.946 -0.560 0.3740
H 2.854 0.440 0.231 0.3981
H 0.081 1.304 -0.795 0.1003
H -2.674 0.644 -0.335 0.3936
H -1.980 -1.406 0.406 0.1830
```


[11]
Formula: C3H5N3
Source: the OMol25 dataset
Level of theory: wB97M-V/def2-TZVPD

Values from the calculation:
SMILES: C/N=C(\N)C#N
Charge: 0

Structure (XYZ):
```
11
Properties=species:S:1:pos:R:3:nbo_charge:R:1
C 1.728 -0.097 -0.045 -0.4644
N 0.537 -0.903 -0.276 -0.3192
C -0.579 -0.343 -0.072 0.2931
N -0.735 1.006 0.346 -0.8632
C -1.826 -1.087 -0.267 0.2210
N -2.883 -1.546 -0.386 -0.2837
H 2.297 -0.577 0.756 0.2166
H 2.335 -0.117 -0.953 0.2145
H 1.519 0.939 0.237 0.2084
H -0.976 1.619 -0.427 0.3891
H -1.418 1.105 1.087 0.3878
```


[12]
Formula: C3H5N3
Source: the OMol25 dataset
Level of theory: wB97M-V/def2-TZVPD

Values from the calculation:
SMILES: Nc1ccn[nH]1
Charge: 0

Structure (XYZ):
```
11
Properties=species:S:1:pos:R:3:nbo_charge:R:1
N -1.776 -0.082 0.231 -0.8128
C -0.410 0.031 0.006 0.2864
C 0.570 -0.898 -0.169 -0.3603
C 1.778 -0.171 -0.210 -0.1653
N 1.553 1.155 -0.140 -0.2472
N 0.211 1.235 -0.036 -0.3327
H -2.047 -1.058 0.262 0.3840
H -2.295 0.396 -0.491 0.3752
H 0.520 -1.975 -0.196 0.2223
H 2.139 -0.760 0.643 0.2447
H -0.242 2.127 0.098 0.4058
```


[13]
Formula: C3H5N3
Source: the OMol25 dataset
Level of theory: wB97M-V/def2-TZVPD

Values from the calculation:
SMILES: Nc1cn[nH]c1
Charge: 0

Structure (XYZ):
```
11
Properties=species:S:1:pos:R:3:nbo_charge:R:1
N -1.892 -0.285 -0.175 -0.7990
C -0.520 -0.095 -0.011 0.0850
C 0.118 1.159 0.044 -0.1120
N 1.446 1.059 0.111 -0.2198
N 1.651 -0.232 0.145 -0.3318
C 0.495 -1.088 0.054 -0.3389
H -2.473 0.346 0.365 0.3786
H -2.182 -1.240 -0.019 0.3846
H -0.329 2.142 0.010 0.2096
H 2.543 -0.624 0.402 0.4154
H 1.232 -1.089 -0.901 0.3283
```


[14]
Formula: C3H5N3
Source: the OMol25 dataset
Level of theory: wB97M-V/def2-TZVPD

Values from the calculation:
SMILES: Cn1cnnc1
Charge: 0

Structure (XYZ):
```
11
Properties=species:S:1:pos:R:3:nbo_charge:R:1
C -1.430 -0.171 -0.098 -0.4023
N 0.006 -0.002 0.008 -0.3658
C 0.722 1.153 -0.091 0.1420
N 2.000 0.924 0.033 -0.2844
N 2.152 -0.426 0.219 -0.2793
C 0.960 -0.957 0.201 0.1371
H -1.685 -0.745 -0.993 0.2121
H -1.895 0.814 -0.172 0.2195
H -1.821 -0.681 0.786 0.2142
H 0.266 2.122 -0.246 0.2029
H 0.735 -2.008 0.326 0.2040
```


[15]
Formula: C3H5N3
Source: the OMol25 dataset
Level of theory: wB97M-V/def2-TZVPD

Values from the calculation:
Charge: 0

Structure (XYZ):
```
11
Properties=species:S:1:pos:R:3:nbo_charge:R:1
C 0.973 -0.285 -1.552 -0.4368
N -0.104 -0.200 -0.568 -0.3220
C -0.120 -0.738 0.618 0.1977
N -0.684 -0.381 1.726 -0.4665
C -1.294 1.115 1.474 0.0659
N -1.162 1.632 0.364 -0.1764
H 0.591 -0.569 -2.540 0.2076
H 1.423 0.709 -1.643 0.2235
H 1.777 -0.988 -1.283 0.2029
H 0.342 -1.679 0.967 0.2510
H -1.743 1.385 2.436 0.2532
```


[16]
Formula: C3H5N3
Source: the OMol25 dataset
Level of theory: wB97M-V/def2-TZVPD

Values from the calculation:
SMILES: Cc1nc[nH]n1
Charge: 0

Structure (XYZ):
```
11
Properties=species:S:1:pos:R:3:nbo_charge:R:1
C -1.808 0.074 0.077 -0.6717
C -0.384 0.088 -0.194 0.2919
N 0.484 1.219 -0.096 -0.4816
C 1.661 0.671 0.027 0.1922
N 1.597 -0.663 0.025 -0.3850
N 0.275 -1.028 -0.121 -0.2872
H -2.463 0.896 -0.341 0.2326
H -2.061 -0.836 -0.552 0.2371
H -2.267 -0.208 1.034 0.2426
H 2.658 1.194 0.089 0.2060
H 2.309 -1.407 0.052 0.4230
```


[17]
Formula: C3H5N3
Source: the OMol25 dataset
Level of theory: wB97M-V/def2-TZVPD

Values from the calculation:
SMILES: [H]/N=C1\CN=CN1
Charge: 0

Structure (XYZ):
```
11
Properties=species:S:1:pos:R:3:nbo_charge:R:1
H 1.513 0.645 -2.187 0.3535
N 1.208 -0.172 -1.671 -0.7083
C 0.398 0.002 -0.703 0.4349
C -0.150 1.136 0.289 -0.3430
N -0.959 0.441 1.287 -0.4525
C -0.839 -0.803 1.036 0.2566
N -0.064 -1.135 -0.044 -0.6221
H 0.777 1.495 0.740 0.2269
H -0.699 2.055 0.022 0.2390
H -1.302 -1.596 1.613 0.1931
H 0.117 -2.067 -0.382 0.4219
```


[18]
Formula: C3H5N3
Source: the OMol25 dataset
Level of theory: wB97M-V/def2-TZVPD

Values from the calculation:
SMILES: Cn1cncn1
Charge: 0

Structure (XYZ):
```
11
Properties=species:S:1:pos:R:3:nbo_charge:R:1
C -1.538 -0.399 0.280 -0.4034
N -0.155 -0.088 0.013 -0.1813
C 0.398 1.040 -0.462 0.1722
N 1.713 0.953 -0.439 -0.4809
C 1.908 -0.288 0.078 0.1300
N 0.809 -0.957 0.368 -0.2889
H -2.183 0.231 -0.329 0.2118
H -1.700 -1.443 0.028 0.2271
H -1.769 -0.235 1.333 0.2109
H -0.189 1.881 -0.812 0.2038
H 2.888 -0.718 0.242 0.1987
```


[19]
Formula: C3H5N3
Source: the OMol25 dataset
Level of theory: wB97M-V/def2-TZVPD

Values from the calculation:
Charge: 0

Structure (XYZ):
```
11
Properties=species:S:1:pos:R:3:nbo_charge:R:1
N -1.711 -0.568 -0.187 -0.8176
C -0.406 -0.052 -0.031 -0.1849
C 0.796 -0.859 -0.172 0.1140
N 1.962 -0.355 -0.006 -0.6949
N 0.957 1.999 0.466 -0.1726
C 0.025 1.209 0.270 0.1121
H -2.250 -0.129 -0.922 0.3662
H -2.253 -0.599 0.667 0.3653
H 0.595 -1.906 -0.428 0.1857
H 2.705 -1.036 -0.139 0.3543
H -0.419 2.296 0.483 0.3724
```


[20]
Formula: C3H5N3
Source: the OMol25 dataset
Level of theory: wB97M-V/def2-TZVPD

Values from the calculation:
Charge: 0

Structure (XYZ):
```
11
Properties=species:S:1:pos:R:3:nbo_charge:R:1
C -1.717 0.197 -0.042 -0.7168
C -0.241 0.224 -0.272 0.2230
C 0.793 0.965 0.069 -0.1390
N 2.105 0.608 0.290 -0.3373
N 2.244 -0.683 0.162 0.0428
N 1.194 -1.366 -0.050 -0.4449
H -2.331 0.863 -0.677 0.2553
H -1.972 -0.818 -0.316 0.2574
H -2.020 0.375 1.001 0.2303
H 0.454 1.987 0.005 0.2420
H 1.491 -2.352 -0.170 0.3871
```


Results for energy above the lowest of the compared OMol25 structures with the same formula, charge and spin: 704.4 221.7 985.3 94.3 465.1 354.2 341.5 277.6 256.1 405.2 120.4 256.0 370.8 77.4 458.3 87.5 72.1 42.1 455.8 464.9 (in kJ/mol, following the order of the records).
Results for calculated total energy: -226.3241 -301.9204 -301.4540 -377.0002 -452.0755 -850.6118 -699.8451 -699.8694 -966.2391 -281.4357 -281.5442 -281.4925 -281.4488 -281.5606 -281.4155 -281.5567 -281.5626 -281.5740 -281.4164 -281.4130 (in Ha, following the order of the records).